Molecular formula: C34H40HfN2P3S
Method: DFT, wB97M-V/def2-TZVPD

Cartesian coordinates (Å):
Hf 0.06202 -0.07424 -0.09343
C 7.07952 -1.10547 0.29021
C 6.25010 -1.10681 1.40294
C 4.92046 -0.73911 1.27108
C 4.43397 -0.36055 0.01921
C 5.26011 -0.36906 -1.10373
C 6.58601 -0.74046 -0.95734
P 2.71765 0.19084 -0.09195
C 2.21021 -0.25452 -1.82466
C 2.32506 -1.60708 -2.19520
C 1.96312 -2.02164 -3.46335
C 1.46427 -1.10101 -4.38102
C 1.34470 0.23626 -4.03070
C 1.70687 0.66560 -2.76005
C 2.73308 2.01811 -0.11365
C 3.92459 2.69865 -0.00431
C 3.95777 4.10289 0.05044
C 2.79327 4.81168 -0.00636
C 1.54904 4.15056 -0.14479
C 0.34801 4.88880 -0.27513
C -0.85881 4.26325 -0.43343
C -0.91746 2.86027 -0.43007
C 0.22564 2.07918 -0.30889
C 1.49787 2.73165 -0.17709
H 8.11812 -1.38918 0.39552
H 6.63810 -1.39356 2.37102
H 4.26412 -0.73343 2.13325
H 4.87947 -0.07377 -2.07370
H 7.24018 -0.74174 -1.81891
H 2.76603 -2.29931 -1.49150
H 2.07915 -3.05815 -3.75229
H 1.19203 -1.42414 -5.37709
H 0.99396 0.95572 -4.75882
H 1.66500 1.72026 -2.52301
H 4.85685 2.15164 0.04497
H 4.90800 4.61137 0.13906
H 2.79965 5.89325 0.05392
H 0.40388 5.97058 -0.25711
H -1.76617 4.83970 -0.55540
H -1.89226 2.39267 -0.54189
C -4.14931 0.40217 -0.63044
P -2.72835 -0.27587 0.28683
C -3.18134 -2.01998 0.57676
C -2.96190 0.48975 1.95146
C -2.02081 -0.04452 3.03101
P -0.22585 0.18785 2.67120
C 0.08204 1.93105 3.11797
C 0.52656 -0.74096 4.04123
H -5.06359 0.06901 -0.13961
H -4.15255 0.05119 -1.66180
H -4.12522 1.49157 -0.63144
H -4.13740 -2.05736 1.10094
H -2.41707 -2.53455 1.15841
H -3.28804 -2.53642 -0.37792
H -3.99788 0.29169 2.23681
H -2.85939 1.57322 1.84623
H -2.18508 -1.11377 3.18438
H -2.23154 0.45319 3.97946
H -0.20689 2.10286 4.15544
H -0.47596 2.60519 2.46892
H 1.14540 2.15190 3.01113
H 0.13310 -0.35612 4.98142
H 1.60985 -0.62340 4.03264
H 0.28725 -1.80011 3.95058
C 2.01837 -7.26555 -1.01972
C 0.92016 -6.46432 -0.42318
C -0.28518 -6.97117 -0.00464
C -1.24600 -6.09932 0.52160
N -1.01074 -4.77783 0.60802
C 0.15088 -4.30821 0.23414
S 0.58200 -2.64778 0.46514
N 1.10658 -5.12701 -0.28467
C -2.55419 -6.59369 1.01193
H 1.79215 -8.32697 -0.98003
H 2.96280 -7.09013 -0.50062
H 2.15908 -6.98807 -2.06744
H -0.48010 -8.03080 -0.07640
H 2.00057 -4.72434 -0.53016
H -2.61958 -7.67735 0.96858
H -3.36697 -6.16736 0.42011
H -2.70871 -6.26189 2.03983

Results
highest occupied orbital energy: -15.68 eV
Kohn-Sham gap: 6.41 eV
E_tot: -2898.557369 a.u.
total charge: +3

Need the Löwdin charges? In units of e they are: number 1, Hf, carries 1.258; number 2, C, carries -0.032; number 3, C, carries -0.047; number 4, C, carries -0.086; number 5, C, carries -0.390; number 6, C, carries -0.079; number 7, C, carries -0.039; number 8, P, carries 1.018; number 9, C, carries -0.458; number 10, C, carries -0.155; number 11, C, carries -0.045; number 12, C, carries -0.023; number 13, C, carries -0.033; number 14, C, carries -0.085; number 15, C, carries -0.316; number 16, C, carries -0.037; number 17, C, carries -0.023; number 18, C, carries 0.016; number 19, C, carries -0.144; number 20, C, carries 0.028; number 21, C, carries -0.041; number 22, C, carries -0.129; number 23, C, carries -0.335; number 24, C, carries -0.237; number 25, H, carries 0.125; number 26, H, carries 0.121; number 27, H, carries 0.102; number 28, H, carries 0.120; number 29, H, carries 0.123; number 30, H, carries 0.082; number 31, H, carries 0.119; number 32, H, carries 0.128; number 33, H, carries 0.127; number 34, H, carries 0.109; number 35, H, carries 0.111; number 36, H, carries 0.127; number 37, H, carries 0.134; number 38, H, carries 0.136; number 39, H, carries 0.122; number 40, H, carries 0.062; number 41, C, carries -0.226; number 42, P, carries 0.770; number 43, C, carries -0.262; number 44, C, carries -0.389; number 45, C, carries -0.381; number 46, P, carries 0.780; number 47, C, carries -0.229; number 48, C, carries -0.225; number 49, H, carries 0.070; number 50, H, carries 0.061; number 51, H, carries 0.052; number 52, H, carries 0.070; number 53, H, carries 0.004; number 54, H, carries 0.059; number 55, H, carries 0.105; number 56, H, carries 0.086; number 57, H, carries 0.087; number 58, H, carries 0.107; number 59, H, carries 0.069; number 60, H, carries 0.041; number 61, H, carries 0.058; number 62, H, carries 0.072; number 63, H, carries 0.054; number 64, H, carries 0.052; number 65, C, carries 0.022; number 66, C, carries -0.216; number 67, C, carries 0.075; number 68, C, carries -0.245; number 69, N, carries 0.125; number 70, C, carries -0.714; number 71, S, carries 0.564; number 72, N, carries 0.131; number 73, C, carries 0.008; number 74, H, carries 0.105; number 75, H, carries 0.109; number 76, H, carries 0.111; number 77, H, carries 0.143; number 78, H, carries 0.152; number 79, H, carries 0.097; number 80, H, carries 0.106; number 81, H, carries 0.106

=====

Molecular formula: CH3N3OS
Method: DFT, wB97M-V/def2-TZVPD

Cartesian coordinates (Å):
C -0.41392 0.85039 -2.51379
N -0.87519 1.46130 -3.36168
N 1.89181 0.76124 -1.13281
N -0.56615 -0.25629 0.62332
O 0.84011 -1.34728 -1.92744
S 0.63776 -0.05318 -1.36111
H 1.80611 1.63228 -0.64285
H -0.22481 -1.17072 0.90307
H -1.49972 -0.39654 0.24219

Results
highest occupied orbital energy (spin up / spin down): -10.61 / -10.61 eV
Kohn-Sham gap (spin up / spin down): 8.77 / 8.77 eV
E_tot: -677.423247 a.u.

Need the natural (NBO) charges? In units of e they are: number 1, C, carries -0.062; number 2, N, carries -0.219; number 3, N, carries -1.032; number 4, N, carries -0.857; number 5, O, carries -0.849; number 6, S, carries 1.921; number 7, H, carries 0.403; number 8, H, carries 0.350; number 9, H, carries 0.344